51
Properties=species:S:1:pos:R:3:forces:R:3 method="wB97M-V/def2-TZVPD" s2=3.811 total_charge=+1 total_energy_ev=-49159.26811 e_homo_ev="-10.47 / -10.47" relative_energy_ev=0.141 spin_multiplicity=4 orbital_gap_ev="5.86 / 5.20"
Tc -0.761 -3.140 -3.930 0.397 -0.508 -0.823
C -0.399 5.460 6.671 0.016 -0.003 -0.056
O -0.046 5.725 5.318 -0.024 -0.020 0.026
C -0.201 4.737 4.418 -0.007 0.005 0.051
C -0.677 3.465 4.724 -0.020 -0.033 0.007
C -0.793 2.520 3.716 -0.020 -0.039 0.059
C -0.444 2.818 2.406 -0.002 -0.035 -0.062
C 0.031 4.100 2.112 0.017 0.002 -0.071
C 0.151 5.046 3.101 0.022 0.054 -0.033
C -0.556 1.838 1.329 0.022 0.007 -0.029
N -0.242 2.051 0.067 0.003 0.010 0.016
C -0.496 0.874 -0.570 0.069 0.116 -0.171
C -0.975 -0.078 0.304 -0.051 -0.047 0.148
N -1.007 0.556 1.517 -0.061 -0.081 0.089
C -1.332 -1.397 -0.095 -0.033 0.009 0.072
C -1.819 -2.433 0.721 -0.003 0.127 0.047
C -2.105 -3.657 0.176 -0.017 -0.067 0.018
C -1.906 -3.865 -1.188 0.058 0.133 -0.036
N -1.454 -2.900 -1.976 -0.199 0.017 0.600
C -1.156 -1.684 -1.451 -0.017 -0.126 -0.176
C -0.618 -0.721 -2.367 0.005 -0.136 -0.070
N -0.419 -1.135 -3.655 -0.106 0.152 -0.038
C 0.073 -0.278 -4.545 0.005 -0.026 -0.007
C 0.398 1.033 -4.200 0.034 0.038 -0.025
C 0.221 1.460 -2.906 0.004 0.034 0.048
C -0.295 0.569 -1.953 0.044 0.091 0.033
H -0.206 6.377 7.216 0.009 0.025 0.001
H 0.212 4.656 7.084 0.012 -0.005 0.002
H -1.456 5.202 6.757 -0.014 0.004 -0.004
H -0.957 3.205 5.733 0.001 -0.024 -0.006
H -1.164 1.538 3.986 0.003 0.029 0.023
H 0.305 4.333 1.092 -0.002 0.019 0.029
H 0.516 6.042 2.887 0.000 -0.026 -0.007
H -1.291 0.161 2.396 0.021 0.014 -0.006
H -1.960 -2.271 1.783 0.014 -0.005 -0.015
H -2.465 -4.472 0.788 -0.006 0.013 -0.011
H -2.101 -4.826 -1.647 -0.011 0.001 -0.010
H 0.216 -0.652 -5.548 -0.020 -0.010 -0.012
H 0.793 1.692 -4.959 -0.009 -0.022 0.005
H 0.476 2.468 -2.601 -0.010 -0.027 0.000
N 2.687 -4.355 -4.305 -0.138 0.002 -0.017
C 2.129 -4.064 -3.122 -0.023 0.208 0.012
O 0.848 -3.801 -3.051 -0.332 -0.199 -0.421
C 2.824 -3.990 -1.934 0.093 0.031 0.379
C 2.083 -3.527 -0.805 0.198 0.073 -0.103
N 1.421 -3.096 0.035 0.036 -0.105 -0.018
C 4.217 -4.266 -1.894 -0.075 0.116 0.035
N 5.349 -4.474 -1.955 -0.054 -0.058 -0.016
H 2.101 -4.482 -5.113 0.018 -0.039 0.016
H 3.659 -4.615 -4.353 0.006 -0.003 -0.006
Te -1.409 -3.747 -6.211 0.148 0.315 0.535



56
Properties=species:S:1:pos:R:3:forces:R:3 method="wB97M-V/def2-TZVPD" s2=6.057 total_charge=-1 total_energy_ev=-150504.31605 e_homo_ev="-4.72 / -4.87" relative_energy_ev=0.000 spin_multiplicity=5 orbital_gap_ev="6.71 / 7.28"
Mn 0.543 0.425 -0.228 0.273 0.192 0.334
O 0.978 2.768 3.244 0.025 -0.103 -0.060
C 0.797 2.350 2.097 -0.086 0.395 0.099
N 1.352 1.324 1.462 -0.184 -0.348 -0.006
C 2.401 0.553 1.992 -0.117 0.208 0.011
C 2.897 0.572 3.289 0.032 -0.026 0.049
C 3.964 -0.262 3.620 -0.049 0.043 -0.010
C 4.532 -1.100 2.676 -0.032 0.007 -0.060
C 4.046 -1.119 1.369 0.115 -0.041 0.110
C 2.991 -0.290 1.040 -0.115 0.050 -0.395
N 2.378 -0.189 -0.235 -0.022 -0.111 0.074
C 2.931 -0.601 -1.388 0.027 0.088 -0.117
O 4.015 -1.136 -1.574 0.041 -0.041 0.028
C 2.043 -0.274 -2.566 0.024 0.015 0.141
C 2.376 -0.634 -3.851 -0.005 0.006 -0.072
C 1.495 -0.304 -4.871 0.077 -0.046 -0.059
C 0.325 0.369 -4.571 -0.070 0.038 0.028
C 0.059 0.691 -3.251 0.111 0.028 -0.038
N 0.914 0.385 -2.281 -0.114 -0.179 0.070
C -0.156 3.122 1.202 0.088 -0.096 0.045
C -1.113 3.963 1.753 0.037 0.001 0.020
C -1.973 4.628 0.902 -0.071 0.060 0.019
C -1.840 4.449 -0.469 0.021 -0.008 0.022
C -0.847 3.601 -0.921 0.112 0.057 -0.016
N -0.014 2.953 -0.108 -0.239 -0.090 -0.282
H 2.445 1.230 4.013 0.017 -0.020 0.013
H 4.346 -0.255 4.634 -0.009 0.005 -0.003
H 5.354 -1.751 2.946 -0.006 0.004 0.005
H 4.479 -1.763 0.621 -0.010 0.007 -0.009
H 3.302 -1.168 -4.009 -0.008 0.003 -0.015
H 1.717 -0.582 -5.894 -0.004 0.002 0.004
H -0.402 0.615 -5.332 0.016 -0.004 -0.013
H -0.854 1.181 -2.954 -0.022 -0.011 0.009
H -1.154 4.061 2.829 -0.010 -0.005 -0.007
H -2.746 5.275 1.298 0.006 0.002 -0.004
H -2.494 4.946 -1.173 0.001 0.004 0.016
H -0.708 3.433 -1.984 -0.004 -0.025 0.007
O -3.988 0.272 -0.901 -0.124 0.192 -0.105
As -2.435 -0.556 -1.116 0.393 0.191 0.011
O -2.321 -0.887 -2.716 -0.054 0.084 0.235
O -1.361 0.626 -0.497 -0.188 -0.264 -0.086
C -2.822 -2.006 0.122 0.175 -0.088 0.137
C -4.155 -2.328 0.339 0.073 -0.038 -0.010
C -4.488 -3.374 1.191 -0.058 0.014 -0.010
C -3.500 -4.099 1.835 0.002 -0.043 0.032
C -2.164 -3.786 1.631 -0.059 0.016 -0.061
C -1.836 -2.748 0.778 -0.191 0.042 -0.011
S -0.144 -2.293 0.553 -0.016 0.494 -0.537
O 0.004 -1.062 1.352 0.169 -0.329 0.119
O 0.697 -3.392 0.920 -0.073 -0.176 0.123
O -0.111 -1.889 -0.871 0.178 -0.150 0.175
H -4.161 0.687 -1.756 -0.079 -0.039 0.063
H -4.926 -1.755 -0.156 -0.020 -0.002 0.007
H -5.531 -3.622 1.352 0.002 0.013 -0.007
H -3.770 -4.912 2.498 0.010 0.002 -0.005
H -1.370 -4.340 2.114 0.011 0.019 -0.009



49
Properties=species:S:1:pos:R:3:forces:R:3 method="wB97M-V/def2-TZVPD" s2=0.801 total_charge=+2 total_energy_ev=-177109.78159 e_homo_ev="-13.97 / -14.00" spin_multiplicity=2 orbital_gap_ev="3.83 / 4.08"
Tc 0.151 0.159 -2.083 1.743 0.973 0.950
O 0.319 0.291 0.008 -0.099 0.498 -0.473
C 0.767 1.619 0.614 0.866 0.965 -1.274
C 0.868 2.640 -0.624 0.109 -0.927 0.749
O 1.111 3.785 -0.496 -0.274 -0.522 -0.492
O 0.688 1.985 -1.850 -0.947 -1.322 0.048
C 2.154 1.481 1.232 -0.324 -0.581 -0.217
C 2.283 0.923 2.510 0.011 -0.015 0.367
C 3.550 0.735 3.070 -0.320 0.077 -0.042
C 4.680 1.096 2.343 0.184 -0.062 0.177
C 4.558 1.628 1.067 0.013 0.149 -0.250
C 3.297 1.820 0.508 0.249 0.075 -0.184
C -0.292 2.105 1.518 -1.338 0.899 1.579
C -0.023 3.277 2.315 0.271 -1.652 -1.349
C -0.975 3.757 3.173 -1.117 -0.157 0.326
C -2.220 3.112 3.255 -0.143 -0.679 -0.454
C -2.506 1.958 2.468 -0.292 1.508 1.380
C -1.558 1.466 1.614 1.604 0.395 -0.414
H 0.966 -0.350 0.311 0.473 -0.397 0.324
H 1.391 0.680 3.096 0.279 0.078 -0.229
H 3.650 0.343 4.086 -0.075 0.102 -0.415
H 5.670 0.977 2.786 -0.284 0.012 -0.131
H 5.447 1.921 0.504 -0.303 -0.103 0.200
H 3.221 2.278 -0.482 0.087 -0.182 0.322
H 0.940 3.770 2.229 -0.080 -0.101 0.004
H -0.768 4.629 3.791 -0.082 -0.218 -0.184
H -2.981 3.495 3.940 0.247 -0.159 -0.233
H -3.468 1.461 2.573 0.203 0.159 -0.021
H -1.755 0.565 1.050 -0.004 -0.011 -0.025
C -3.207 0.244 -2.371 0.320 -0.213 0.039
C -2.665 -1.165 -2.284 0.188 0.368 -0.053
C -3.486 -2.284 -2.289 -0.294 0.226 -0.081
C -2.959 -3.556 -2.230 -0.199 -0.482 -0.070
C -1.576 -3.731 -2.166 -0.316 -1.088 0.037
C -0.863 -4.981 -2.143 -0.021 0.185 -0.066
Br -1.790 -6.557 -2.205 -0.302 -0.488 0.014
C 0.520 -5.035 -2.114 -0.220 -0.243 0.029
C 1.266 -3.869 -2.098 -0.013 0.205 0.018
Br 3.090 -3.916 -2.085 0.535 -0.021 0.018
C 0.600 -2.629 -2.113 -0.072 -0.290 -0.058
O 1.213 -1.480 -2.146 -1.216 1.240 -0.130
C -0.809 -2.597 -2.153 0.837 1.107 0.114
N -1.315 -1.340 -2.209 -0.079 0.805 -0.018
H -4.293 0.255 -2.457 0.120 -0.109 0.001
H -2.802 0.771 -3.249 -0.020 -0.161 0.143
H -2.945 0.822 -1.475 0.025 -0.102 -0.069
H -4.557 -2.140 -2.367 0.083 -0.026 0.046
H -3.614 -4.424 -2.260 0.084 0.163 0.039
H 1.027 -5.994 -2.113 -0.093 0.122 0.003



51
Properties=species:S:1:pos:R:3:forces:R:3 method="wB97M-V/def2-TZVPD" total_energy_ev=-63443.72027 e_homo_ev=-8.50 smiles="COc1ccc(N(CN2C(=O)c3ccccc3C2=O)C(=O)COc2ccc(Cl)cc2Cl)cc1" orbital_gap_ev=8.17
C -4.613 -2.330 1.819 -0.068 -0.206 -0.061
O -4.117 -1.082 2.243 0.071 0.279 0.124
C -2.912 -0.668 1.778 0.235 0.069 -0.044
C -2.493 0.593 2.211 -0.048 -0.202 0.074
C -1.304 1.127 1.768 0.020 -0.242 -0.044
C -0.508 0.411 0.880 -0.213 -0.327 0.062
N 0.706 0.986 0.406 0.045 0.057 0.330
C 1.791 1.113 1.359 0.161 0.212 0.114
N 3.014 0.521 0.869 -0.143 -0.080 0.294
C 4.215 1.237 0.872 -0.170 0.052 0.169
O 4.373 2.294 1.419 0.128 0.075 -0.068
C 5.173 0.397 0.121 0.145 -0.572 -0.420
C 6.507 0.596 -0.170 -0.155 0.021 0.065
C 7.156 -0.381 -0.920 0.029 0.106 0.051
C 6.486 -1.513 -1.357 -0.084 -0.083 -0.021
C 5.140 -1.712 -1.062 -0.124 0.077 0.087
C 4.498 -0.743 -0.320 0.631 0.335 -0.070
C 3.092 -0.656 0.138 -0.103 0.034 0.186
O 2.180 -1.421 -0.055 0.021 -0.136 -0.053
C 0.920 1.357 -0.877 -0.587 0.081 -0.220
O 1.986 1.781 -1.272 0.185 0.156 -0.216
C -0.262 1.173 -1.837 0.308 -0.092 -0.339
O -1.433 1.763 -1.316 -0.080 0.133 -0.076
C -2.619 1.112 -1.340 -0.354 -0.009 0.076
C -2.905 -0.063 -2.027 0.204 0.221 -0.054
C -4.153 -0.656 -1.938 -0.134 0.074 0.103
C -5.140 -0.071 -1.166 0.292 0.116 -0.035
Cl -6.690 -0.820 -1.035 -0.265 -0.122 0.021
C -4.901 1.121 -0.500 0.091 -0.129 -0.111
C -3.653 1.703 -0.596 0.207 -0.191 -0.217
Cl -3.342 3.189 0.205 -0.102 0.374 0.115
C -0.891 -0.863 0.490 0.171 0.233 0.135
C -2.089 -1.400 0.929 -0.335 -0.138 0.179
H -4.720 -2.369 0.731 0.011 0.000 0.017
H -3.973 -3.151 2.156 -0.001 0.031 -0.018
H -5.594 -2.426 2.280 0.056 -0.041 -0.064
H -3.130 1.140 2.887 -0.100 0.095 0.072
H -0.996 2.110 2.089 0.006 0.134 -0.005
H 2.032 2.169 1.550 -0.041 -0.275 0.029
H 1.475 0.626 2.288 0.017 0.149 -0.204
H 7.020 1.481 0.170 0.052 0.094 0.034
H 8.199 -0.254 -1.168 0.080 0.005 -0.019
H 7.016 -2.253 -1.938 0.047 -0.052 -0.041
H 4.612 -2.590 -1.401 -0.058 -0.083 -0.034
H 0.006 1.666 -2.779 -0.011 -0.124 0.210
H -0.375 0.101 -2.013 -0.030 0.075 -0.017
H -2.160 -0.533 -2.648 0.101 -0.028 -0.032
H -4.353 -1.570 -2.473 -0.039 -0.084 -0.041
H -5.671 1.589 0.091 -0.066 0.046 0.064
H -0.237 -1.443 -0.143 0.069 -0.023 -0.059
H -2.366 -2.389 0.602 -0.075 -0.097 -0.027